DFT (ωB97M-V/def2-TZVPD) results for a cluster of 9 separate species, C46H92IO14PS in total in a non-equilibrium geometry.

Properties
- energy above the lowest of the compared OMol25 structures with the same formula, charge and spin (kcal/mol) = 186.5
- DFT total energy (Eh) = -3898.11419
- lowest unoccupied orbital energy (eV) = -1.2
- orbital gap (eV) = 6.337
- highest occupied orbital energy (eV) = -7.52
- total charge = 0

Positions of all 155 atoms, in Å:
1 C 0.371 2.362 -1.539
2 C 1.667 3.313 -1.484
3 C 2.081 3.790 0.014
4 C 0.992 3.431 1.116
5 C 1.173 2.336 2.033
6 P 2.696 1.223 2.107
7 C 3.217 0.577 0.405
8 C 4.765 0.798 0.029
9 C 4.123 1.993 3.077
10 C 4.717 3.356 2.472
11 C 0.000 2.001 3.093
12 O 0.281 1.652 4.258
13 C -1.493 2.208 2.527
14 C -1.682 3.422 1.545
15 C -3.055 3.785 0.937
16 C -3.336 5.026 -0.038
17 C -3.610 6.374 0.834
18 O -4.134 7.342 0.218
19 I -3.134 6.539 2.956
20 C -4.259 2.847 1.319
21 C -4.087 1.602 2.265
22 C -5.365 0.692 2.550
23 C -6.603 0.930 1.563
24 O -6.252 0.485 0.223
25 C -2.700 1.272 2.911
26 S -2.373 -0.134 4.060
27 C -0.916 -1.138 3.420
28 O -2.098 0.417 5.456
29 O -3.510 -1.113 4.212
30 C -0.374 4.292 1.175
31 O -0.417 5.535 0.988
32 H 0.430 1.800 -2.550
33 H 0.368 1.532 -0.742
34 H -0.583 2.996 -1.536
35 H 2.549 2.670 -1.873
36 H 1.588 4.200 -2.210
37 H 2.142 4.944 -0.019
38 H 3.126 3.392 0.224
39 H 3.051 -0.566 0.427
40 H 2.585 0.962 -0.467
41 H 5.469 0.895 0.923
42 H 4.905 1.649 -0.743
43 H 5.104 -0.158 -0.530
44 H 4.980 1.215 3.068
45 H 3.789 2.161 4.158
46 H 3.980 4.226 2.612
47 H 5.004 3.278 1.356
48 H 5.692 3.670 3.007
49 H -4.347 4.816 -0.558
50 H -2.493 5.213 -0.780
51 H -5.259 3.133 0.841
52 H -5.026 -0.402 2.384
53 H -5.637 0.748 3.668
54 H -6.929 2.027 1.603
55 H -7.460 0.244 1.908
56 H -5.831 1.226 -0.261
57 H 0.039 -0.939 4.021
58 H -0.791 -0.787 2.326
59 H -1.190 -2.245 3.432
60 C 2.964 -3.383 4.180
61 C 1.574 -3.998 4.144
62 C 1.639 -5.517 4.186
63 O 0.903 -3.584 2.955
64 H 3.554 -3.701 3.314
65 H 2.903 -2.292 4.139
66 H 3.498 -3.669 5.090
67 H 0.988 -3.633 4.992
68 H 2.183 -5.908 3.320
69 H 0.633 -5.945 4.147
70 H 2.133 -5.867 5.095
71 H 1.413 -3.903 2.198
72 C -2.808 -4.600 0.054
73 C -2.122 -3.246 -0.033
74 C -0.987 -3.265 -1.045
75 O -1.607 -2.891 1.250
76 H -2.105 -5.375 0.378
77 H -3.613 -4.576 0.792
78 H -3.228 -4.892 -0.910
79 H -2.852 -2.482 -0.313
80 H -0.220 -3.993 -0.759
81 H -0.495 -2.288 -1.089
82 H -1.352 -3.517 -2.044
83 H -0.959 -3.562 1.508
84 C 7.156 -3.777 -2.268
85 C 5.711 -3.308 -2.332
86 C 5.128 -3.498 -3.723
87 O 5.643 -1.929 -1.973
88 H 7.784 -3.202 -2.958
89 H 7.566 -3.624 -1.266
90 H 7.240 -4.837 -2.522
91 H 5.113 -3.863 -1.604
92 H 5.686 -2.914 -4.463
93 H 4.094 -3.147 -3.757
94 H 5.151 -4.550 -4.021
95 H 6.170 -1.429 -2.611
96 C -2.423 11.366 -0.725
97 C -1.808 10.673 0.482
98 C -0.739 9.675 0.062
99 O -2.827 9.996 1.210
100 H -2.907 10.640 -1.387
101 H -3.196 12.071 -0.409
102 H -1.666 11.910 -1.296
103 H -1.371 11.419 1.151
104 H -1.165 8.891 -0.573
105 H -0.314 9.177 0.937
106 H 0.068 10.168 -0.487
107 H -3.222 9.331 0.626
108 C -7.487 -6.382 -0.263
109 C -6.350 -5.483 -0.724
110 C -6.543 -5.043 -2.166
111 O -5.113 -6.183 -0.603
112 H -7.535 -7.291 -0.870
113 H -7.329 -6.700 0.771
114 H -8.449 -5.867 -0.328
115 H -6.291 -4.604 -0.076
116 H -6.559 -5.906 -2.839
117 H -5.713 -4.407 -2.487
118 H -7.476 -4.488 -2.288
119 H -5.156 -6.963 -1.173
120 C 8.035 -0.905 5.203
121 C 6.644 -1.519 5.174
122 C 6.708 -3.037 5.222
123 O 5.970 -1.110 3.985
124 H 8.622 -1.227 4.337
125 H 7.974 0.186 5.157
126 H 8.571 -1.187 6.113
127 H 6.060 -1.148 6.021
128 H 7.249 -3.433 4.357
129 H 5.702 -3.465 5.189
130 H 7.205 -3.383 6.132
131 H 6.478 -1.433 3.228
132 C 3.490 5.266 -5.549
133 C 1.984 5.071 -5.476
134 C 1.272 5.847 -6.573
135 O 1.510 5.508 -4.203
136 H 3.754 6.320 -5.417
137 H 3.988 4.713 -4.748
138 H 3.886 4.924 -6.508
139 H 1.746 4.008 -5.564
140 H 1.459 6.921 -6.477
141 H 0.190 5.707 -6.502
142 H 1.601 5.522 -7.563
143 H 1.715 6.449 -4.115
144 C -5.592 -8.412 -6.723
145 C -5.502 -7.658 -5.406
146 C -4.203 -6.874 -5.304
147 O -5.583 -8.583 -4.323
148 H -4.775 -9.136 -6.815
149 H -6.525 -8.980 -6.777
150 H -5.549 -7.728 -7.574
151 H -6.351 -6.975 -5.315
152 H -3.337 -7.543 -5.346
153 H -4.147 -6.346 -4.347
154 H -4.118 -6.143 -6.112
155 H -4.836 -9.191 -4.394

---

DFT (ωB97M-V/def2-TZVPD) results for a structure of composition CH2N3O2 in a non-equilibrium geometry.

Properties
- energy above the lowest of the compared OMol25 structures with the same formula, charge and spin (kcal/mol) = 4.5
- DFT total energy (Eh) = -354.05471
- lowest unoccupied orbital energy (eV) = 4.4
- orbital gap (eV) = 8.644
- highest occupied orbital energy (eV) = -4.27
- total charge = -1

Positions of all 8 atoms, in Å:
1 C -2.179 1.704 1.258
2 N 0.973 -0.543 0.044
3 N -0.289 -0.322 0.436
4 N -0.808 0.903 0.292
5 O -2.848 0.861 1.757
6 O -1.987 2.857 1.218
7 H 1.193 -1.455 0.246
8 H -0.303 1.715 0.009

---

DFT (ωB97M-V/def2-TZVPD) results for a structure of composition C3H3F3N4 in a non-equilibrium geometry.

Properties
- energy above the lowest of the compared OMol25 structures with the same formula, charge and spin (kcal/mol) = 0.0
- DFT total energy (Eh) = -634.47584
- lowest unoccupied orbital energy (spin up / spin down) (eV) = -1.4 / -1.2
- orbital gap (spin up / spin down) (eV) = 8.697 / 8.915
- highest occupied orbital energy (spin up / spin down) (eV) = -10.06 / -10.14
- total charge = 0

Positions of all 13 atoms, in Å:
1 C 1.011 1.891 0.464
2 C 0.810 -0.136 0.466
3 C -1.491 0.065 -0.722
4 N 1.704 0.798 0.765
5 N -0.244 1.699 0.035
6 N -0.309 0.404 -0.021
7 N 1.198 -2.274 0.649
8 F 1.494 3.114 0.537
9 F 1.087 -2.727 -0.619
10 F 0.048 -2.743 1.189
11 H -1.858 -0.989 -0.396
12 H -2.148 0.863 -0.534
13 H -1.300 0.036 -1.811

---

DFT (ωB97M-V/def2-TZVPD) results for a cluster of 2 separate species, C5H10O2 in total in a non-equilibrium geometry.

Properties
- energy above the lowest of the compared OMol25 structures with the same formula, charge and spin (kcal/mol) = 76.2
- DFT total energy (Eh) = -346.90398
- lowest unoccupied orbital energy (eV) = 0.8
- orbital gap (eV) = 9.028
- highest occupied orbital energy (eV) = -8.20
- total charge = 0

Positions of all 17 atoms, in Å:
1 C 1.409 -1.044 1.810
2 C 0.846 -0.282 0.846
3 C -0.546 -0.295 0.478
4 C -1.208 0.847 0.198
5 C -2.653 0.668 -0.233
6 O -0.454 1.968 -0.054
7 H 2.437 -0.930 2.019
8 H 1.000 -1.819 2.463
9 H 1.583 0.302 0.400
10 H -0.995 -1.299 0.524
11 H -2.820 0.416 -1.334
12 H -3.149 1.706 -0.002
13 H -3.287 0.032 0.361
14 H 0.355 2.044 0.567
15 O 2.308 -0.421 -2.694
16 H 2.126 -1.189 -2.199
17 H 3.047 -0.704 -3.147

---

Please write out number 4 again, unchanged.
DFT (ωB97M-V/def2-TZVPD) results for a cluster of 2 separate species, C5H10O2 in total in a non-equilibrium geometry.

Properties
- energy above the lowest of the compared OMol25 structures with the same formula, charge and spin (kcal/mol) = 76.2
- DFT total energy (Eh) = -346.90398
- lowest unoccupied orbital energy (eV) = 0.8
- orbital gap (eV) = 9.028
- highest occupied orbital energy (eV) = -8.20
- total charge = 0

Positions of all 17 atoms, in Å:
1 C 1.409 -1.044 1.810
2 C 0.846 -0.282 0.846
3 C -0.546 -0.295 0.478
4 C -1.208 0.847 0.198
5 C -2.653 0.668 -0.233
6 O -0.454 1.968 -0.054
7 H 2.437 -0.930 2.019
8 H 1.000 -1.819 2.463
9 H 1.583 0.302 0.400
10 H -0.995 -1.299 0.524
11 H -2.820 0.416 -1.334
12 H -3.149 1.706 -0.002
13 H -3.287 0.032 0.361
14 H 0.355 2.044 0.567
15 O 2.308 -0.421 -2.694
16 H 2.126 -1.189 -2.199
17 H 3.047 -0.704 -3.147